# 1
# C35H35BF4MnN5OP2S2

A structure of composition C35H35BF4MnN5OP2S2 in a non-equilibrium geometry (ωB97M-V/def2-TZVPD, the Open Molecules 2025 dataset).

Last column: Löwdin charge in e.
Geometry (Å):
Mn (-4.831, -0.952, 1.440)  0.7047
C (-6.375, -1.943, -5.172)  -0.0872
C (-6.408, -0.859, -4.065)  -0.2786
N (-5.195, -1.034, -3.319)  -0.0540
C (-4.976, -0.940, -1.980)  -0.8376
S (-6.075, -0.288, -0.857)  0.5984
N (-3.816, -1.523, -1.643)  -0.0485
N (-3.558, -1.754, -0.339)  -0.0315
C (-2.568, -2.553, -0.094)  -0.2844
C (-1.821, -3.238, -1.189)  -0.0403
C (-2.504, -2.921, 1.307)  -0.2335
C (-1.509, -3.746, 1.769)  -0.0231
C (-1.600, -4.252, 3.034)  -0.0492
C (-2.677, -3.872, 3.848)  -0.0525
C (-3.610, -3.013, 3.382)  -0.0797
N (-3.514, -2.565, 2.085)  0.0446
H (-6.613, -2.951, -4.794)  0.0747
H (-5.348, -1.871, -5.593)  0.0759
H (-7.229, -1.782, -5.832)  0.0604
H (-7.209, -0.932, -3.339)  0.0783
H (-6.559, 0.140, -4.489)  0.1053
H (-4.368, -1.389, -3.823)  0.1299
H (-2.512, -4.063, -1.552)  0.1097
H (-0.971, -3.808, -0.852)  0.0461
H (-1.647, -2.515, -2.006)  0.0737
H (-0.685, -4.003, 1.158)  0.0928
H (-0.911, -5.036, 3.389)  0.1155
H (-2.685, -4.288, 4.839)  0.1029
H (-4.456, -2.688, 3.894)  0.0777
F (-8.418, -2.424, 2.736)  0.0975
B (-7.015, -2.447, 2.957)  -1.1054
F (-6.438, -3.379, 2.080)  0.1041
F (-6.576, -2.689, 4.323)  0.0540
F (-6.461, -1.162, 2.521)  -0.0296
C (2.606, 0.327, 0.542)  -0.5490
P (1.142, 1.329, 1.033)  1.0465
C (1.105, 2.676, -0.209)  -0.3892
C (1.859, 3.842, -0.133)  -0.1025
C (1.929, 4.746, -1.164)  -0.0727
C (1.052, 4.559, -2.286)  -0.0853
C (0.319, 3.423, -2.340)  -0.1025
C (0.352, 2.462, -1.321)  -0.1109
C (1.493, 2.220, 2.585)  -0.3867
C (0.428, 2.629, 3.359)  -0.1193
C (0.581, 3.341, 4.513)  -0.0764
C (1.865, 3.770, 4.867)  -0.0726
C (2.957, 3.313, 4.096)  -0.1044
C (2.784, 2.575, 2.956)  -0.1352
P (4.401, 0.725, 0.446)  1.0121
C (5.002, -0.951, -0.238)  -0.3553
C (4.870, -2.015, 0.631)  -0.1239
C (5.236, -3.328, 0.243)  -0.0773
C (5.731, -3.529, -1.040)  -0.1143
C (5.876, -2.461, -1.885)  -0.1037
C (5.516, -1.176, -1.512)  -0.0912
C (4.507, 1.806, -1.047)  -0.4000
C (3.811, 1.450, -2.264)  -0.0832
C (3.980, 2.273, -3.374)  -0.0767
C (4.843, 3.385, -3.421)  -0.1018
C (5.486, 3.729, -2.283)  -0.1005
C (5.297, 2.929, -1.109)  -0.1132
H (2.368, 0.005, -0.435)  0.0018
H (2.567, -0.543, 1.275)  0.0579
H (2.651, 3.969, 0.627)  0.1084
H (2.683, 5.511, -1.181)  0.0930
H (0.985, 5.323, -3.051)  0.0965
H (-0.344, 3.260, -3.155)  0.0930
H (-0.220, 1.575, -1.486)  0.0971
H (-0.564, 2.344, 3.069)  0.0676
H (-0.275, 3.567, 5.124)  0.1031
H (2.135, 4.430, 5.713)  0.1022
H (3.949, 3.661, 4.319)  0.0893
H (3.623, 2.234, 2.373)  0.0298
H (4.563, -1.835, 1.664)  0.0986
H (5.287, -4.127, 0.976)  0.0980
H (6.169, -4.507, -1.294)  0.1072
H (6.237, -2.632, -2.896)  0.1039
H (5.774, -0.422, -2.193)  0.0831
H (3.188, 0.564, -2.257)  0.0995
H (3.426, 2.068, -4.268)  0.0940
H (5.105, 3.961, -4.274)  0.0929
H (6.131, 4.594, -2.306)  0.0969
H (5.859, 3.332, -0.217)  0.1134
O (-2.118, 1.173, 4.280)  -0.6084
S (-3.372, 0.541, 3.788)  0.6479
N (-3.695, 0.640, 2.335)  -0.4885

Cartesian forces (eV/Å) of the 3 atoms listed first:
Mn 1.1265 0.7911 -1.5856
C -0.7141 0.3779 0.8752
C -0.0661 -0.5197 0.1587

As for the expectation value of S²: 8.76. The LUMO energy (spin up / spin down) is 2.1 / 2.1 eV. As for the charge: -1. The calculation puts the gap between HOMO and LUMO (spin up / spin down) at 0.2598 / 0.2611 Ha. Its energy relative to the best compared isomer or geometry (same formula, charge and spin) is 102.85 kJ/mol. Its spin multiplicity is 6.



# 2
# C35H35BrGeN2O5Sn

A structure of composition C35H35BrGeN2O5Sn (ωB97M-V/def2-TZVPD, the Open Molecules 2025 dataset).

Last column: Löwdin charge in e.
Geometry (Å):
Sn (-0.432, 2.398, -0.510)  1.3558
O (-2.950, 4.054, -0.665)  -0.1255
C (-4.103, 3.269, -0.889)  -0.1882
C (-3.869, 1.772, -0.857)  -0.2517
C (-4.922, 0.918, -0.577)  -0.0173
C (-4.716, -0.453, -0.636)  -0.0421
C (-3.466, -0.932, -0.980)  -0.0388
C (-2.464, -0.013, -1.232)  -0.1306
N (-2.657, 1.308, -1.173)  0.0260
H (-2.654, 3.866, 0.244)  0.0355
H (-4.476, 3.533, -1.880)  0.1314
H (-4.893, 3.509, -0.172)  0.1234
H (-5.892, 1.326, -0.321)  0.1155
H (-5.523, -1.138, -0.406)  0.1110
H (-3.248, -1.991, -1.019)  0.1021
H (-1.466, -0.346, -1.490)  0.0785
C (-0.509, 8.666, -0.077)  -0.0440
C (0.395, 7.462, -0.074)  -0.2468
C (1.763, 7.558, 0.150)  -0.0202
C (2.558, 6.423, 0.157)  -0.0942
C (1.930, 5.213, -0.070)  -0.7446
Br (2.938, 3.602, -0.092)  0.7464
N (0.640, 5.088, -0.284)  -0.0339
C (-0.114, 6.188, -0.286)  -0.0779
H (0.068, 9.590, -0.073)  0.0757
H (-1.155, 8.667, 0.803)  0.0861
H (-1.155, 8.669, -0.956)  0.0830
H (2.215, 8.529, 0.322)  0.1185
H (3.623, 6.469, 0.333)  0.1029
H (-1.175, 6.029, -0.467)  0.1180
O (-1.142, -0.212, 1.407)  0.0240
C (0.063, -0.047, 1.253)  -0.6524
O (0.586, 0.753, 0.360)  -0.2904
C (1.075, -0.742, 2.139)  -0.1569
C (2.243, -1.366, 1.363)  -0.2486
Ge (1.704, -2.809, 0.147)  1.0214
C (3.306, -3.627, -0.609)  -0.2752
C (3.186, -4.703, -1.493)  -0.1131
C (4.309, -5.290, -2.057)  -0.0885
C (5.575, -4.805, -1.749)  -0.0951
C (5.711, -3.733, -0.878)  -0.0905
C (4.582, -3.151, -0.311)  -0.1037
C (0.696, -4.146, 1.150)  -0.2647
C (-0.581, -3.843, 1.636)  -0.1155
C (-1.290, -4.769, 2.390)  -0.0839
C (-0.735, -6.012, 2.669)  -0.0950
C (0.532, -6.325, 2.195)  -0.0899
C (1.242, -5.396, 1.443)  -0.1009
C (0.616, -2.259, -1.389)  -0.2574
C (1.070, -1.247, -2.239)  -0.1077
C (0.372, -0.917, -3.393)  -0.0893
C (-0.790, -1.607, -3.724)  -0.0982
C (-1.253, -2.616, -2.893)  -0.1115
C (-0.557, -2.934, -1.729)  -0.1101
H (0.547, -1.490, 2.728)  0.1060
H (1.441, 0.027, 2.825)  0.1236
H (2.950, -1.808, 2.069)  0.0741
H (2.771, -0.596, 0.798)  0.0700
H (2.200, -5.082, -1.747)  0.1047
H (4.201, -6.125, -2.740)  0.1007
H (6.453, -5.261, -2.189)  0.0995
H (6.696, -3.351, -0.639)  0.1002
H (4.701, -2.316, 0.372)  0.0907
H (-1.027, -2.873, 1.430)  0.0922
H (-2.275, -4.518, 2.764)  0.1020
H (-1.288, -6.734, 3.257)  0.0992
H (0.968, -7.293, 2.411)  0.1002
H (2.232, -5.650, 1.078)  0.0934
H (1.982, -0.711, -1.998)  0.1088
H (0.739, -0.131, -4.042)  0.1050
H (-1.332, -1.356, -4.628)  0.1044
H (-2.154, -3.160, -3.151)  0.1054
H (-0.921, -3.734, -1.093)  0.0957
C (-2.477, 1.906, 3.216)  0.0085
C (-1.258, 2.379, 2.462)  -0.6539
O (-0.136, 2.299, 2.917)  0.0639
O (-1.521, 2.835, 1.243)  -0.2903
H (-2.282, 1.912, 4.285)  0.0817
H (-2.674, 0.883, 2.888)  0.0775
H (-3.346, 2.519, 2.977)  0.0761

Cartesian forces (eV/Å) of the 3 atoms listed first:
Sn 0.0068 -0.1033 -0.2949
O -0.1457 -0.0918 0.0591
C 0.1730 0.0208 0.0332

The LUMO energy is 0.5 eV. As for the charge: 0. The calculation puts the gap between HOMO and LUMO at 0.3242 Ha. Its energy relative to the best compared isomer or geometry (same formula, charge and spin) is 45.08 kJ/mol.



# 3
# C35H35CsN10O4S3

A structure of composition C35H35CsN10O4S3 (ωB97M-V/def2-TZVPD, the Open Molecules 2025 dataset).

Last column: Löwdin charge in e.
Geometry (Å):
Cs (0.153, 0.282, -0.877)  0.8919
C (4.467, -2.673, 1.646)  -0.0351
C (3.257, -2.105, 0.948)  -0.2594
N (3.261, -0.997, 0.320)  0.1248
N (4.436, -0.323, 0.282)  -0.0367
C (4.614, 0.800, -0.490)  -0.9241
N (5.907, 1.286, -0.312)  0.0419
S (3.539, 1.492, -1.494)  0.6937
C (1.988, -2.872, 0.955)  -0.2235
C (1.998, -4.259, 1.044)  -0.0198
C (0.793, -4.942, 1.019)  -0.0592
C (-0.384, -4.228, 0.899)  -0.0620
C (-0.290, -2.847, 0.796)  -0.1831
N (0.854, -2.186, 0.843)  0.0745
H (4.916, -1.916, 2.295)  0.0726
H (5.229, -3.010, 0.936)  0.0904
H (4.194, -3.515, 2.276)  0.0682
H (5.280, -0.785, 0.591)  0.1157
H (6.218, 1.303, 0.650)  0.0783
H (6.019, 2.177, -0.770)  0.0684
H (2.930, -4.807, 1.094)  0.1028
H (0.781, -6.024, 1.074)  0.1017
H (-1.356, -4.699, 0.859)  0.0758
H (-1.196, -2.257, 0.667)  0.0724
C (-0.849, -2.079, 3.828)  -0.0277
C (-0.501, -0.744, 3.228)  -0.2835
N (-1.340, 0.008, 2.631)  0.1106
N (-2.584, -0.508, 2.423)  -0.0354
C (-3.604, 0.281, 1.958)  -0.9513
N (-4.567, -0.453, 1.339)  0.0494
S (-3.691, 1.911, 2.199)  0.5838
C (0.890, -0.209, 3.326)  -0.2397
C (1.771, -0.642, 4.310)  -0.0315
C (3.044, -0.094, 4.358)  -0.0848
C (3.400, 0.865, 3.423)  -0.0685
C (2.454, 1.224, 2.469)  -0.1338
N (1.240, 0.695, 2.417)  0.1285
H (-1.447, -2.688, 3.149)  0.0584
H (-1.432, -1.939, 4.742)  0.0926
H (0.045, -2.658, 4.056)  0.0741
H (-2.683, -1.508, 2.295)  0.0986
H (-4.301, -1.294, 0.828)  -0.0927
H (-5.297, 0.100, 0.923)  0.0747
H (1.467, -1.378, 5.044)  0.0995
H (3.743, -0.404, 5.126)  0.0974
H (4.378, 1.329, 3.427)  0.0965
H (2.674, 1.968, 1.709)  0.1074
O (2.021, -1.604, -3.950)  -0.0440
C (0.896, -1.652, -3.434)  -0.7147
O (0.560, -2.235, -2.347)  -0.2130
C (-0.303, -0.931, -4.160)  -0.6795
O (-0.483, -1.192, -5.371)  -0.0597
O (-1.091, -0.241, -3.439)  -0.2387
S (-3.933, -3.246, -0.004)  0.5746
C (-3.168, -3.464, -1.529)  -0.7395
N (-3.262, -2.506, -2.487)  0.0902
C (-2.685, -2.556, -3.707)  -0.0510
C (-1.947, -3.650, -4.059)  -0.0426
C (-1.830, -4.681, -3.130)  -0.0357
C (-2.447, -4.605, -1.899)  -0.1114
H (-3.761, -1.667, -2.228)  0.1496
H (-2.793, -1.691, -4.343)  0.1261
H (-1.426, -3.637, -5.003)  0.1159
H (-1.229, -5.551, -3.367)  0.1110
H (-2.370, -5.400, -1.171)  0.0884
C (-1.150, 5.150, -4.205)  -0.1546
C (-1.352, 5.863, -3.026)  -0.1404
C (-0.808, 5.439, -1.825)  -0.0630
C (-0.026, 4.260, -1.738)  -0.3300
C (0.186, 3.576, -2.954)  -0.0552
C (-0.371, 3.998, -4.148)  -0.1116
N (0.420, 3.711, -0.567)  0.0330
C (0.805, 4.496, 0.462)  -0.3332
C (1.394, 5.787, 0.347)  -0.0619
C (1.879, 6.467, 1.452)  -0.1503
C (1.801, 5.932, 2.736)  -0.1706
C (1.204, 4.677, 2.877)  -0.1420
C (0.717, 3.984, 1.785)  -0.0666
H (-1.592, 5.479, -5.138)  0.0721
H (-1.963, 6.761, -3.037)  0.0806
H (-1.011, 5.995, -0.917)  0.0983
H (0.821, 2.700, -2.931)  0.0712
H (-0.191, 3.414, -5.043)  0.0975
H (1.491, 6.231, -0.637)  0.0954
H (2.336, 7.442, 1.305)  0.0793
H (2.179, 6.475, 3.595)  0.0645
H (1.103, 4.233, 3.864)  0.0859
H (0.236, 3.023, 1.911)  0.0830

Cartesian forces (eV/Å) of the 3 atoms listed first:
Cs -0.0274 0.5281 0.0716
C 0.0005 -0.0133 0.0295
C 0.0691 -0.0791 0.0736

The LUMO energy is 3.1 eV. As for the charge: -2. The calculation puts the gap between HOMO and LUMO at 0.1466 Ha. Its energy relative to the best compared isomer or geometry (same formula, charge and spin) is 0.00 kJ/mol.



# 4
# C35H35F3N2O6PtSTe

A structure of composition C35H35F3N2O6PtSTe in a non-equilibrium geometry (ωB97M-V/def2-TZVPD, the Open Molecules 2025 dataset).

Last column: Löwdin charge in e.
Geometry (Å):
Pt (0.172, -0.350, -0.551)  1.2827
O (-1.738, 2.005, 2.330)  0.1719
C (-0.598, 1.572, 1.822)  -0.5047
O (-0.244, 0.410, 1.864)  -0.0256
C (0.253, 2.692, 1.237)  -0.0849
O (0.803, 2.333, -0.009)  -0.1698
C (0.093, 2.880, -1.123)  -0.0883
C (-1.258, 2.212, -1.302)  -0.5570
O (-2.142, 2.795, -1.869)  0.1322
O (-1.380, 0.999, -0.750)  -0.2139
H (-2.253, 1.263, 2.684)  0.1494
H (1.093, 2.857, 1.915)  0.1482
H (-0.349, 3.599, 1.182)  0.1479
H (0.690, 2.672, -2.009)  0.1360
H (-0.059, 3.952, -1.010)  0.1424
F (-1.113, -5.864, 0.471)  0.1465
C (-1.400, -5.321, -0.729)  -0.5857
F (-0.290, -5.396, -1.476)  0.1279
F (-2.333, -6.096, -1.292)  0.1638
C (-1.890, -3.910, -0.573)  -0.0903
C (-3.224, -3.677, -0.292)  0.0425
C (-3.692, -2.373, -0.130)  -0.0085
C (-2.794, -1.337, -0.224)  -0.0636
N (-1.503, -1.592, -0.474)  -0.1280
C (-1.044, -2.810, -0.666)  -0.6295
S (0.636, -2.688, -1.028)  0.8689
H (-3.904, -4.516, -0.210)  0.1393
H (-4.737, -2.172, 0.055)  0.1202
H (-3.068, -0.296, -0.125)  0.1210
C (3.779, -1.623, 8.478)  -0.0385
C (3.563, -1.412, 7.001)  -0.2500
C (4.376, -2.031, 6.060)  -0.0021
C (4.203, -1.840, 4.692)  -0.2850
C (5.162, -2.496, 3.728)  -0.0520
C (3.143, -1.021, 4.286)  -0.3273
Te (2.869, -0.720, 2.114)  1.8016
N (2.197, -0.320, -0.036)  -0.2616
C (2.636, 0.243, -1.149)  -0.5863
O (1.722, 0.341, -2.027)  -0.0653
C (4.020, 0.665, -1.452)  -0.1553
C (4.375, 0.741, -2.798)  -0.0050
C (5.668, 1.088, -3.155)  -0.0531
C (6.608, 1.370, -2.173)  -0.0595
C (6.250, 1.322, -0.832)  -0.0609
C (4.959, 0.972, -0.471)  -0.0487
C (2.546, -2.743, 1.758)  -0.4138
C (1.477, -3.393, 2.383)  -0.2885
C (0.481, -2.709, 3.292)  -0.0388
C (1.306, -4.752, 2.136)  -0.0135
C (2.140, -5.454, 1.281)  -0.2470
C (1.939, -6.923, 1.023)  -0.0328
C (3.173, -4.764, 0.648)  -0.0112
C (3.395, -3.415, 0.860)  -0.3397
C (4.511, -2.739, 0.098)  -0.0540
C (2.342, -0.332, 5.198)  -0.3063
C (1.248, 0.623, 4.792)  -0.0656
C (2.559, -0.563, 6.553)  -0.0087
H (4.661, -2.231, 8.669)  0.0778
H (2.916, -2.124, 8.920)  0.0873
H (3.898, -0.667, 8.989)  0.0861
H (5.187, -2.670, 6.395)  0.1217
H (6.025, -2.896, 4.257)  0.0869
H (5.529, -1.776, 2.990)  0.0644
H (4.685, -3.317, 3.192)  0.0766
H (3.630, 0.517, -3.551)  0.1239
H (5.941, 1.139, -4.201)  0.1129
H (7.620, 1.634, -2.452)  0.1121
H (6.977, 1.561, -0.067)  0.1109
H (4.682, 0.969, 0.572)  0.0576
H (0.575, -1.626, 3.271)  0.0110
H (0.601, -3.049, 4.322)  0.1027
H (-0.535, -2.957, 2.977)  0.0916
H (0.481, -5.268, 2.617)  0.1264
H (1.084, -7.310, 1.573)  0.0789
H (2.826, -7.485, 1.319)  0.0902
H (1.778, -7.104, -0.041)  0.0868
H (3.823, -5.301, -0.036)  0.1330
H (5.289, -3.456, -0.159)  0.0930
H (4.969, -1.924, 0.658)  0.0357
H (4.128, -2.320, -0.837)  0.0834
H (1.404, 0.999, 3.781)  0.0172
H (1.211, 1.473, 5.473)  0.0918
H (0.272, 0.132, 4.821)  0.0897
H (1.931, -0.050, 7.277)  0.1284

Cartesian forces (eV/Å) of the 3 atoms listed first:
Pt 0.8191 -1.4256 -2.2532
O -0.0486 0.1889 0.0210
C 0.1888 -0.0801 -0.0061

As for the expectation value of S²: 0.79. The LUMO energy (spin up / spin down) is -4.8 / -5.2 eV. As for the charge: +1. The calculation puts the gap between HOMO and LUMO (spin up / spin down) at 0.2333 / 0.2177 Ha. Its energy relative to the best compared isomer or geometry (same formula, charge and spin) is 281.32 kJ/mol. Its spin multiplicity is 2.